1.
Below is a 2-piece molecular cluster, C7H17N2O2 overall, with properties calculated with ωB97M-V/def2-TZVPD.

As for the strongest force on any atom: 6.14 eV Å⁻¹. For the LUMO energy, the calculation gives -2.65 eV. For the molar mass, the calculation gives 161.23 g mol⁻¹. The HOMO energy is -0.4219 Eh. The calculation puts the HOMO-LUMO gap at 0.324 hartree. Its total energy is -14598.7136 eV. The charge is +1.

Structure (XYZ):
```
28
Properties=species:S:1:pos:R:3:forces:R:3
O 1.511 0.279 1.162 1.397 -0.771 -1.277
N 5.363 -0.747 -0.742 0.121 0.732 0.615
C 0.876 2.049 -0.521 1.682 0.352 -1.967
H -2.743 -0.768 -0.969 0.632 0.385 -0.318
H 1.326 1.012 1.689 -1.802 2.471 2.045
C 0.145 -1.712 -0.621 -1.257 1.599 -2.127
H 0.793 -1.871 -1.451 -0.260 -0.351 -1.370
H 0.143 2.349 -1.332 0.845 -0.621 0.892
C 4.780 -0.280 0.160 -0.673 0.141 -1.111
C -2.469 0.246 -0.626 -2.018 -2.261 5.336
H 5.663 -1.494 -1.292 0.462 -0.986 -0.479
H 2.511 0.379 1.261 0.081 -1.139 -1.072
H -3.406 0.451 0.012 1.304 0.185 -0.935
O 4.111 0.346 0.900 0.080 0.200 1.118
N -0.094 -0.243 -0.593 1.639 1.724 0.733
H -2.409 0.935 -1.362 0.396 2.180 -2.393
H 0.841 -1.914 0.110 0.565 -1.024 2.382
H -0.356 -1.484 1.527 -1.913 1.157 0.449
C -1.254 0.146 0.355 -0.196 -1.820 -2.899
H 1.885 2.495 -0.765 -1.287 -0.007 0.095
C -1.366 -0.949 1.377 2.411 0.975 1.342
H -2.055 -1.649 1.110 -1.919 -2.167 -0.769
H -1.743 -0.466 2.271 0.219 -0.252 0.470
H 0.580 2.457 0.383 -1.032 1.412 1.934
H -0.144 0.089 -1.569 -1.122 -0.366 0.414
H -0.888 -2.123 -0.669 1.416 -0.648 0.152
H -0.894 0.974 0.906 -0.265 1.499 -0.205
C 1.169 0.605 -0.373 0.494 -2.599 -1.053
```
Forces are in eV/Å.

These are the Löwdin partial charges, in e, on atoms 1 to 6: O 0.10; N 0.28; C -0.08; H 0.10; H 0.10; C 0.00


2.
Below is C31H26CoN2OS5 as an isolated structure, with properties calculated with ωB97M-V/def2-TZVPD.

As for the strongest force on any atom: 2.68 eV Å⁻¹. For the LUMO energy (spin up / spin down), the calculation gives -1.01 / -1.02 eV. For the molar mass, the calculation gives 661.83 g mol⁻¹. The HOMO energy (spin up / spin down) is -0.2115 / -0.2182 Eh. The calculation puts the HOMO-LUMO gap (spin up / spin down) at 0.174 / 0.181 hartree. Its multiplicity is 4. Its total energy is -129400.1932 eV. The expectation value of S² is 3.7691. The charge is 0.

Structure (XYZ):
```
66
Properties=species:S:1:pos:R:3:forces:R:3
H 3.821 -0.398 1.230 0.070 -0.072 -0.095
O -0.102 0.330 2.704 -1.257 0.606 0.412
H -5.506 -2.254 -0.845 -0.145 -0.018 0.000
H 4.570 3.724 0.374 0.081 0.065 -0.068
C -0.279 -5.468 -2.777 -0.398 0.400 0.222
C 3.936 2.952 0.783 0.031 0.076 0.015
H 3.639 2.733 -2.161 0.094 0.148 0.030
C -1.791 -3.686 -1.782 -1.293 0.769 0.363
C -2.256 -1.272 -0.559 -0.084 -1.153 -0.673
H -3.936 -3.924 -1.831 -0.137 -0.074 0.008
H -4.214 6.356 3.821 -0.073 0.187 0.126
H -0.663 2.520 0.964 0.169 -0.013 0.066
Co 0.346 -0.226 -0.168 1.421 -0.017 -1.623
C 1.895 2.306 1.853 -0.221 -0.148 0.208
H 0.266 -3.072 -1.580 0.152 0.161 0.044
H 5.216 -0.319 -2.010 0.223 0.007 -0.025
C -1.821 4.361 2.613 -0.314 -0.484 -0.300
C -2.259 5.510 3.296 -0.238 0.283 0.138
H 0.467 -7.261 -3.801 0.111 -0.093 -0.046
C -1.669 -7.087 -3.647 -0.190 0.207 0.135
H 2.011 0.250 4.460 -0.045 0.280 -0.107
C -3.771 0.394 0.414 0.842 -0.447 -0.276
C -2.463 -0.026 0.066 -0.597 0.981 0.583
H 4.515 -1.937 -2.085 0.068 -0.075 -0.001
S -2.791 -5.969 -2.990 0.715 0.120 0.006
S 1.137 -0.330 2.278 2.086 0.069 1.680
C -4.672 -1.625 -0.572 -0.219 0.155 0.049
H -4.875 1.899 1.471 -0.137 -0.012 0.001
C -3.361 -2.088 -0.895 0.456 0.714 0.306
H 4.340 1.504 -3.224 0.161 0.010 -0.097
C 4.360 1.633 0.781 -0.007 0.031 0.085
C -2.775 2.354 1.395 -0.479 -0.991 -0.614
H 2.828 2.320 -3.658 -0.018 0.064 -0.145
S -4.388 4.266 2.603 0.746 0.092 -0.067
C -3.902 1.582 1.124 0.722 0.490 0.182
C -2.848 3.575 2.152 -0.237 0.994 0.537
H -2.040 -7.966 -4.136 0.009 -0.221 -0.107
C -3.614 5.595 3.365 -0.111 -0.275 -0.104
C -1.540 1.899 0.887 -0.137 0.278 0.106
C 2.708 3.292 1.325 0.037 -0.032 0.109
H 5.337 1.379 0.396 0.016 -0.055 -0.093
N -1.375 0.739 0.308 -0.989 -0.033 -0.081
H -1.595 6.247 3.712 0.056 0.097 0.084
H 3.011 -1.025 3.711 0.211 -0.074 -0.110
S 1.067 1.403 -1.569 -0.863 0.674 0.292
H 2.381 4.321 1.334 -0.008 0.112 0.025
C 4.372 -0.902 -2.379 0.035 0.051 -0.005
C -3.111 -3.296 -1.531 1.067 -0.305 -0.160
C -0.381 -6.695 -3.458 -0.165 -0.333 -0.186
C -0.766 -2.811 -1.394 0.141 0.115 -0.080
C -4.868 -0.441 0.054 -0.163 -0.253 -0.071
H 0.660 -5.002 -2.539 0.171 0.120 0.040
C 3.527 0.640 1.267 0.057 -0.115 0.075
S 2.203 -1.457 -0.809 -0.476 -0.773 0.513
H -5.862 -0.095 0.295 -0.140 -0.056 0.014
H 0.952 2.535 2.322 -0.168 0.068 0.003
C 3.411 1.909 -2.837 -0.079 -0.155 -0.010
C 2.620 0.877 -2.093 0.717 -1.388 0.110
C 3.079 -0.381 -1.824 -0.183 1.560 -0.473
C 2.005 -0.667 3.884 -0.321 -0.272 -0.590
N -0.974 -1.638 -0.832 -1.128 -0.538 0.335
H 4.362 -0.850 -3.467 0.160 -0.023 -0.098
H -0.782 4.120 2.473 0.178 -0.050 -0.050
C 2.288 0.983 1.783 0.086 -0.206 -0.068
H 1.421 -1.415 4.407 -0.122 -0.204 0.008
C -1.497 -4.925 -2.452 0.054 -1.023 -0.487
```
Forces are in eV/Å.

These are the Löwdin partial charges, in e, on atoms 1 to 6: H 0.09; O -0.51; H 0.12; H 0.11; C -0.10; C -0.08


3.
Below is C38H26N6O3PbS7 as an isolated structure, with properties calculated with ωB97M-V/def2-TZVPD.

As for the strongest force on any atom: 0.40 eV Å⁻¹. For the LUMO energy, the calculation gives 3.88 eV. For the molar mass, the calculation gives 1046.33 g mol⁻¹. The HOMO energy is -0.0679 Eh. The calculation puts the HOMO-LUMO gap at 0.210 hartree. Its total energy is -136007.2339 eV. The charge is -2.

Structure (XYZ):
```
81
Properties=species:S:1:pos:R:3:forces:R:3
C 2.171 1.920 -6.072 0.017 -0.111 0.145
O -1.353 -2.158 -0.043 0.379 0.076 0.083
H -3.551 -1.613 -2.664 -0.002 0.005 0.021
H 2.010 5.388 -3.426 0.012 -0.040 -0.005
C 2.626 5.000 -1.436 -0.020 -0.013 -0.034
N -2.006 -2.850 0.861 -0.215 -0.089 0.000
C 3.101 0.452 -2.771 -0.011 -0.002 0.010
H -4.061 -6.892 1.625 -0.006 0.018 -0.003
C 3.398 0.841 5.793 0.027 0.019 -0.085
N -0.018 1.764 -1.490 -0.059 -0.014 0.000
C 5.147 -1.041 1.159 -0.018 0.035 0.096
C 2.933 3.625 2.018 -0.035 0.000 -0.004
S -0.288 -1.690 -3.386 0.007 0.082 0.008
C -3.603 -6.209 0.919 0.015 -0.005 -0.010
C -4.108 0.955 -0.532 -0.064 -0.022 -0.067
H 3.852 0.567 -1.999 -0.016 0.015 0.010
C -3.114 -4.995 1.371 -0.015 0.118 0.024
C 2.192 1.087 -4.900 0.037 0.006 -0.078
C 4.228 2.213 -4.061 -0.091 -0.062 0.032
C -4.218 2.586 1.480 0.035 -0.038 -0.035
H -3.184 -4.714 2.412 -0.010 -0.013 -0.003
S 4.511 1.337 4.581 -0.013 -0.077 0.021
Pb 0.273 -0.389 0.559 -0.321 0.060 -0.125
C 2.881 -0.492 3.542 0.033 0.084 0.108
S 4.680 0.624 1.714 0.069 -0.093 -0.037
H -6.865 1.114 -2.498 0.006 0.000 -0.013
H -2.547 -0.519 -0.718 -0.107 0.022 -0.049
H -1.871 -3.786 -1.534 -0.015 -0.001 -0.012
C 3.180 1.249 -3.912 0.058 0.049 -0.073
H -3.880 -7.517 -0.767 0.010 0.000 0.008
C 2.083 -0.477 -2.563 0.011 -0.044 -0.033
H -3.610 2.849 2.341 0.013 -0.006 0.001
H -5.735 -0.817 -3.557 0.009 0.001 0.006
S 3.389 1.461 7.332 -0.006 0.001 0.053
C 0.134 3.443 -3.707 -0.070 -0.023 -0.035
H 0.421 0.058 -5.478 -0.012 -0.034 -0.005
C -2.882 -5.692 -1.307 0.002 0.000 0.028
H -2.772 -5.964 -2.350 0.000 0.020 0.006
S 2.147 -1.416 -1.074 0.068 0.014 -0.161
C 2.477 4.171 -0.274 0.096 0.082 0.001
C -5.333 1.397 -1.027 -0.003 -0.013 0.005
C -3.414 1.653 0.595 -0.133 0.024 -0.011
H -1.416 2.200 -4.506 0.011 -0.035 0.010
H 0.233 4.070 -4.586 -0.016 0.010 0.010
N 2.122 2.592 -7.006 -0.014 0.032 -0.027
C -5.281 -0.325 -2.705 -0.009 0.037 0.043
C 1.064 -0.647 -3.560 0.056 0.044 -0.048
H -4.465 3.497 0.929 -0.026 -0.021 0.001
H 3.836 5.270 0.987 -0.016 -0.005 0.003
H 1.882 1.856 2.700 0.020 0.066 -0.050
H 3.425 3.794 2.967 -0.009 0.002 -0.024
O -2.234 1.490 0.786 0.141 0.057 0.084
C -3.497 -6.565 -0.422 -0.007 0.019 0.020
H -5.829 2.252 -0.582 0.000 -0.010 0.019
N 1.447 2.250 0.745 -0.050 0.024 0.294
O -1.831 -1.266 2.282 -0.038 -0.209 0.035
N -2.287 -2.404 2.046 0.055 0.091 -0.023
C -3.484 -0.143 -1.120 0.041 0.014 0.044
C 1.615 3.066 -0.309 0.028 -0.037 -0.069
C 3.923 0.334 3.272 0.070 0.087 -0.086
C 3.152 4.430 0.932 0.010 -0.020 0.002
C -2.520 -4.117 0.465 0.035 0.029 0.059
H 3.330 5.824 -1.398 -0.001 -0.023 -0.003
H -1.457 0.723 -2.506 0.066 0.086 -0.027
H 6.077 -0.931 0.602 -0.008 -0.016 -0.011
C -2.388 -4.469 -0.872 0.083 -0.006 -0.079
H 5.302 -1.677 2.026 0.045 -0.011 -0.009
C 1.184 0.157 -4.718 0.062 -0.083 0.034
S 2.102 -1.619 2.511 -0.080 -0.236 0.123
C -0.765 2.412 -3.669 0.008 0.110 0.040
C 2.063 2.532 1.869 -0.029 0.026 -0.032
S 2.319 -0.366 5.215 0.006 -0.053 -0.082
C 0.835 2.808 -1.501 -0.050 0.007 -0.041
C -4.067 -0.778 -2.205 0.009 -0.016 -0.021
C -0.799 1.586 -2.531 -0.081 -0.020 -0.015
C 0.963 3.675 -2.595 -0.009 0.021 0.004
N 5.069 2.993 -4.179 0.009 0.004 0.005
H 4.359 -1.448 0.527 0.031 0.013 0.011
C -5.917 0.760 -2.112 0.004 -0.018 -0.022
H -5.148 2.119 1.804 0.001 0.015 -0.018
C 1.902 4.760 -2.549 -0.008 -0.008 0.055
```
Forces are in eV/Å.

These are the Löwdin partial charges, in e, on atoms 1 to 6: C -0.20; O -0.36; H 0.10; H 0.11; C -0.03; N -0.25


4.
Below is a 2-piece molecular cluster, C4H12 overall, with properties calculated with ωB97M-V/def2-TZVPD.

As for the strongest force on any atom: 0.86 eV Å⁻¹. For the LUMO energy, the calculation gives 1.17 eV. For the molar mass, the calculation gives 60.14 g mol⁻¹. The HOMO energy is -0.4262 Eh. The calculation puts the HOMO-LUMO gap at 0.469 hartree. The SMILES is CC.CC. Its total energy is -4342.3396 eV. The charge is 0.

Structure (XYZ):
```
16
Properties=species:S:1:pos:R:3:forces:R:3
H -0.601 1.103 3.112 -0.319 0.265 -0.324
C -0.596 -0.241 -1.360 0.416 0.327 -0.639
C -0.479 0.343 2.337 0.668 0.263 0.473
C 0.139 -0.635 -2.649 -0.298 0.463 0.177
H -1.092 -1.103 -0.915 0.016 0.098 0.136
H -1.262 0.377 1.585 -0.277 0.054 0.235
C 0.879 0.506 1.654 0.153 -0.172 0.420
H 0.983 -0.287 0.920 0.312 0.105 -0.115
H 0.959 -1.312 -2.407 -0.211 -0.312 -0.292
H -1.323 0.551 -1.551 -0.108 -0.183 0.017
H 1.037 1.487 1.201 -0.360 -0.112 -0.256
H 0.146 0.175 -0.686 -0.263 -0.089 0.168
H -0.529 -0.584 2.912 -0.040 -0.215 -0.401
H 1.707 0.414 2.351 0.045 -0.205 0.289
H -0.566 -1.027 -3.382 0.251 -0.419 0.014
H 0.596 0.233 -3.125 0.014 0.132 0.099
```
Forces are in eV/Å.

These are the Löwdin partial charges, in e, on atoms 1 to 6: H 0.06; C -0.17; C -0.16; C -0.17; H 0.07; H 0.05


Among the records above, which one has the lowest charge? C38H26N6O3PbS7


Among the records above, which one has the highest molar mass? C38H26N6O3PbS7


Which of these has the highest charge? C7H17N2O2